C23H46O9S3 | the ωB97M-V functional and the def2-TZVPD basis

XYZ file:
```
81
C23H46O9S3, DFT the ωB97M-V functional and the def2-TZVPD basis
C -5.027 -0.074 -0.143
C -4.488 -1.307 -0.870
O -4.293 -1.023 -2.249
C -3.095 -1.545 -2.766
C -2.794 -0.919 -4.126
C -3.064 0.585 -4.210
C -2.085 1.534 -3.495
C -0.619 1.441 -3.966
C 0.546 1.599 -2.949
O 0.089 2.089 -1.637
S -0.074 0.909 -0.592
O -1.449 0.614 -0.325
O 0.801 1.147 0.513
O 0.468 -0.234 -1.557
C 1.378 0.359 -2.532
C 1.691 -0.570 -3.723
C 0.893 -1.885 -3.828
C 2.708 0.864 -1.950
C 3.691 -0.151 -1.293
C 3.152 -1.575 -1.080
C 5.041 -0.236 -2.055
H -5.054 0.760 -0.850
H -4.341 0.218 0.653
H -6.020 -0.220 0.279
H -3.527 -1.602 -0.433
H -5.163 -2.164 -0.768
H -2.275 -1.334 -2.068
H -3.154 -2.640 -2.870
H -3.402 -1.413 -4.892
H -1.755 -1.164 -4.361
H -3.156 0.874 -5.263
H -4.043 0.765 -3.756
H -2.185 1.403 -2.424
H -2.446 2.544 -3.713
H -0.467 2.263 -4.672
H -0.490 0.527 -4.549
H 1.199 2.386 -3.328
H 2.753 -0.817 -3.689
H 1.552 0.014 -4.638
H 0.292 -2.069 -2.937
H 1.568 -2.735 -3.946
H 0.215 -1.879 -4.684
H 3.201 1.286 -2.834
H 2.549 1.704 -1.271
H 3.936 0.240 -0.300
H 3.068 -2.092 -2.038
H 2.215 -1.621 -0.528
H 3.902 -2.125 -0.501
H 5.881 0.000 -1.397
H 5.219 -1.257 -2.410
H 5.074 0.421 -2.925
O 6.874 -0.629 4.004
S 5.868 -0.889 3.008
O 6.238 -1.379 1.703
C 4.610 -1.946 3.719
C 3.608 -0.972 4.327
C 3.429 0.141 3.285
C 4.826 0.567 2.824
H 5.085 -2.616 4.430
H 4.166 -2.514 2.902
H 2.666 -1.468 4.553
H 4.004 -0.560 5.258
H 2.856 -0.242 2.438
H 2.879 0.989 3.689
H 4.855 0.871 1.781
H 5.249 1.351 3.450
O -4.431 -0.742 3.321
S -4.521 0.676 3.562
O -5.344 1.516 2.733
C -4.939 0.940 5.285
C -3.588 0.999 5.991
C -2.681 1.854 5.095
C -2.854 1.352 3.656
H -5.582 0.127 5.613
H -5.469 1.890 5.346
H -3.683 1.420 6.992
H -3.177 -0.008 6.087
H -2.986 2.900 5.160
H -1.639 1.797 5.403
H -2.768 2.140 2.912
H -2.168 0.542 3.415
```

As for the net charge: 0. The calculation puts the orbital gap at 9.503 eV. The value obtained for the strongest force on any atom is 0.0180 hartree/bohr. The value obtained for the HOMO energy is -9.2 eV. For the total energy, the calculation gives -2775.6260 a.u. As for the multiplicity: 1.